[1]
{
  "formula": "CHO3S3",
  "method": "ωB97M-V/def2-TZVPD",
  "lumo_energy_ev": [1.90, 3.10],
  "multiplicity": 1,
  "charge": -1,
  "symbols": ["H", "S", "O", "S", "S", "O", "C", "O"],
  "xyz": [[-1.012, -1.009, 0.021], [1.015, -1.597, -0.535], [1.659, 2.705, 0.880], [0.461, 1.914, 0.778], [-1.382, -3.053, -1.370], [0.503, 0.396, 0.785], [-0.611, -1.860, -0.583], [-0.635, 2.503, 0.025]]
}

[2]
{
  "formula": "CH4NOP",
  "method": "ωB97M-V/def2-TZVPD",
  "lumo_energy_ev": 0.76,
  "multiplicity": 1,
  "charge": 0,
  "symbols": ["C", "H", "H", "P", "N", "H", "O", "H"],
  "xyz": [[0.799, 0.590, -0.110], [0.160, -1.261, 0.795], [-0.299, 2.263, -0.290], [0.973, -1.251, -0.274], [-0.270, 1.245, -0.495], [-0.970, 0.746, -0.978], [1.834, 1.191, 0.486], [2.089, -1.295, 0.547]]
}

[3]
{
  "formula": "C4H8O2",
  "method": "ωB97M-V/def2-TZVPD",
  "lumo_energy_ev": 0.86,
  "multiplicity": 1,
  "charge": 0,
  "symbols": ["H", "H", "C", "C", "C", "H", "O", "H", "H", "H", "H", "C", "O", "H"],
  "xyz": [[-0.669, 1.647, -1.024], [-0.168, 1.595, -0.473], [-1.790, -0.130, -1.401], [0.693, 0.102, 0.648], [-0.279, -0.807, 0.652], [0.642, 0.904, 1.383], [-2.863, -0.255, -1.044], [2.675, -0.577, 0.229], [-0.238, -1.675, -0.007], [-2.055, -1.276, 1.214], [2.311, 0.995, -0.493], [1.890, 0.011, -0.257], [-1.328, -0.725, 1.525], [1.641, -0.474, -1.209]]
}

[4]
{
  "formula": "C16H30N3OPPtSi",
  "method": "ωB97M-V/def2-TZVPD",
  "lumo_energy_ev": [0.45, -1.17],
  "multiplicity": 5,
  "charge": 0,
  "symbols": ["Pt", "H", "C", "H", "H", "N", "H", "H", "C", "N", "H", "O", "H", "H", "C", "C", "C", "H", "H", "H", "H", "C", "H", "C", "C", "H", "H", "H", "H", "C", "H", "Si", "H", "C", "C", "H", "H", "C", "H", "H", "H", "P", "H", "C", "H", "C", "H", "C", "N", "H", "C", "H", "H"],
  "xyz": [[0.354, 0.012, -0.190], [0.750, -1.670, -3.236], [-3.142, 1.892, -1.222], [-5.539, 0.881, 1.692], [-0.692, -0.131, 2.814], [-1.343, 0.872, -0.007], [3.874, -1.393, 0.709], [-3.144, 0.143, 1.747], [-3.541, 0.750, 0.932], [1.929, 3.167, 2.384], [2.508, 0.533, -0.154], [2.076, -0.987, -1.330], [1.504, -3.282, -0.853], [-2.823, -1.536, -1.443], [-4.861, 1.163, 0.887], [-2.617, 1.134, -0.112], [-4.463, 2.293, -1.237], [2.662, 3.518, 2.998], [2.918, 0.762, -2.911], [4.579, 0.423, -2.406], [-2.384, -3.265, -1.312], [1.632, -1.538, 2.601], [-4.837, 2.888, -2.072], [0.699, 3.764, 2.122], [-5.328, 1.933, -0.190], [-2.485, -2.259, 0.164], [2.317, -0.679, 2.590], [-0.954, -1.072, -3.368], [-0.623, -2.840, -3.331], [4.206, -0.986, -0.252], [-0.917, -2.287, 1.876], [-0.043, -1.085, 1.876], [1.448, -1.828, 3.646], [0.060, 2.936, 1.235], [2.010, 1.998, 1.694], [3.713, 1.794, -1.698], [0.034, -4.208, -1.300], [0.431, -3.411, -0.664], [-2.444, 2.136, -2.028], [-0.939, 3.020, 0.816], [2.863, 1.320, 1.741], [-0.449, -1.890, -1.147], [0.260, -3.664, 0.389], [-2.210, -2.264, -0.896], [2.083, -2.382, 2.064], [-0.300, -1.859, -2.960], [0.367, 4.692, 2.562], [3.604, 0.767, -2.061], [0.879, 1.837, 0.985], [5.117, -0.394, -0.086], [3.107, -0.155, -0.932], [-6.373, 2.253, -0.214], [4.465, -1.817, -0.910]]
}

[5]
{
  "formula": "CN4O3",
  "method": "ωB97M-V/def2-TZVPD",
  "lumo_energy_ev": -1.55,
  "multiplicity": 1,
  "charge": 0,
  "symbols": ["N", "O", "N", "N", "O", "C", "N", "O"],
  "xyz": [[2.026, -0.414, -0.471], [-0.851, -0.213, 0.169], [-2.345, -0.165, 0.274], [0.168, 1.968, 0.321], [-2.757, -1.231, 0.447], [-0.291, 0.955, 0.184], [2.374, 0.087, -1.395], [1.676, -0.986, 0.471]]
}

[6]
{
  "formula": "CH4N2O2S",
  "method": "ωB97M-V/def2-TZVPD",
  "lumo_energy_ev": 0.48,
  "multiplicity": 1,
  "charge": 0,
  "symbols": ["H", "C", "O", "N", "O", "H", "H", "N", "S", "H"],
  "xyz": [[1.375, 0.272, -0.196], [-0.600, -0.135, -0.255], [-1.519, -0.797, -0.642], [0.648, -0.241, -0.799], [0.275, 1.422, 1.287], [0.252, 2.383, 1.039], [-1.423, 0.391, 1.473], [-0.829, 0.823, 0.752], [1.093, -1.537, -1.733], [0.729, -2.582, -0.926]]
}

[7]
{
  "formula": "C9H13ClN3O",
  "method": "ωB97M-V/def2-TZVPD",
  "lumo_energy_ev": -3.85,
  "multiplicity": 1,
  "charge": 1,
  "symbols": ["H", "C", "H", "C", "O", "C", "H", "H", "N", "N", "H", "Cl", "H", "H", "C", "H", "C", "C", "H", "H", "C", "N", "H", "C", "H", "C", "H"],
  "xyz": [[-3.061, -0.492, -2.126], [-2.683, -1.948, -0.469], [0.290, 4.016, 0.649], [-0.969, -1.224, 1.023], [1.760, -0.783, 0.376], [-0.812, -0.060, 0.261], [1.648, 0.497, 1.856], [-1.481, 2.272, 0.953], [0.082, 0.891, 0.666], [1.535, -0.847, -1.055], [1.992, -1.657, -2.593], [-1.178, 1.543, -1.929], [1.538, 2.698, 1.220], [2.645, -2.668, -1.468], [1.604, 0.490, 0.736], [3.473, -1.246, -1.931], [-0.338, 2.050, 1.127], [-2.507, -0.722, -1.317], [-3.376, -2.640, -0.766], [2.227, 1.051, 0.024], [0.568, 3.190, 1.291], [2.546, -1.643, -1.765], [0.379, 3.684, 2.292], [-1.915, -2.138, 0.618], [-1.981, -3.056, 1.288], [-1.474, 0.146, -0.967], [-0.511, -1.405, 2.007]]
}

[8]
{
  "formula": "C8H3F18NO18S6Zn2",
  "method": "ωB97M-V/def2-TZVPD",
  "lumo_energy_ev": 2.98,
  "multiplicity": 1,
  "charge": -2,
  "symbols": ["S", "O", "F", "O", "C", "O", "S", "S", "F", "S", "C", "C", "O", "Zn", "H", "O", "O", "C", "O", "C", "O", "S", "O", "O", "F", "Zn", "F", "F", "O", "F", "O", "F", "F", "F", "F", "F", "F", "F", "C", "F", "O", "F", "O", "F", "N", "O", "F", "O", "O", "F", "S", "O", "H", "H", "C", "C"],
  "xyz": [[0.214, 2.244, -3.992], [0.515, 1.842, -5.354], [1.619, -2.516, -1.750], [-0.765, -3.173, -4.693], [2.125, 0.046, 0.928], [-4.235, -1.929, 0.922], [-2.882, -1.508, 0.719], [-0.035, -2.259, -3.828], [-1.347, 4.342, 0.003], [0.594, 1.044, 0.426], [4.961, -2.032, 0.748], [-2.617, 4.249, -0.344], [1.104, 2.350, 0.094], [-1.948, 1.028, 2.725], [4.792, -1.198, 1.426], [-2.422, -0.576, 1.756], [-2.554, 1.689, -1.217], [-0.684, 3.904, -4.186], [-2.664, 2.130, 1.193], [1.007, -3.310, -2.632], [0.916, -1.408, -4.523], [-0.735, -0.290, 5.616], [-4.601, 2.485, -0.207], [1.355, 2.535, -3.147], [1.765, -1.076, 1.535], [-1.677, 0.107, -1.972], [-0.329, 4.444, -5.364], [-0.820, -3.174, 0.231], [-1.044, 0.204, 4.261], [-2.783, 4.694, -1.586], [-0.071, 0.282, -0.624], [-2.613, -4.164, 0.769], [-1.475, -3.041, 2.260], [0.190, -4.099, -1.924], [0.985, -2.188, 5.039], [1.806, -0.162, 4.756], [1.612, -0.989, 6.721], [2.800, 0.755, 1.815], [5.749, -1.595, -0.400], [2.882, -0.240, -0.094], [-1.507, -1.459, 5.985], [-0.336, 4.759, -3.249], [-0.783, 1.382, -3.332], [-3.406, 5.001, 0.435], [6.371, -1.253, -1.301], [-0.704, 0.782, 6.604], [1.871, -4.041, -3.316], [-2.600, -1.030, -0.623], [-0.904, -1.472, -2.921], [-2.003, 3.772, -4.268], [-3.150, 2.450, -0.140], [-0.166, 1.015, 1.689], [4.011, -2.485, 0.470], [5.435, -2.813, 1.347], [1.068, -0.958, 5.511], [-1.884, -3.095, 1.004]]
}

Energy relative to the best compared isomer or geometry (same formula, charge and spin) (eV)
2.154, 1.314, 3.119, 0.000, 0.034, 1.325, 5.833, 0.807
DFT total energy (eV)
-39700.8123, -13927.2197, -8370.1625, -44004.2457, -13133.8221, -19010.5991, -28571.7624, -257459.3360